1.
{
  "formula": "C8H16N2O5",
  "method": "ωB97M-V with the def2-TZVPD basis set",
  "elements": ["C", "C", "C", "C", "C", "C", "C", "C", "H", "H", "H", "H", "H", "H", "H", "H", "H", "H", "H", "H", "H", "H", "H", "H", "N", "N", "O", "O", "O", "O", "O"],
  "positions_angstrom": [[1.8984, 1.3759, -0.4068], [1.3210, -0.0044, -0.3490], [2.1697, 1.8157, 0.9225], [0.8365, 2.0036, 1.6157], [-0.8603, -1.1300, -0.7451], [-1.8186, -1.1939, -1.9310], [-1.6462, -1.2978, 0.6009], [-2.3947, -2.6478, 0.6363], [1.4442, 1.7763, -2.1967], [1.9383, 3.3418, -1.2229], [2.8503, 1.2194, -0.9398], [2.6783, 2.7288, 1.2475], [2.7630, -0.0279, 1.1270], [0.3286, 1.0335, 1.6712], [1.0183, 2.0612, 2.7450], [0.0289, 2.8211, 1.3001], [-0.3427, 0.9089, -1.0942], [-0.4025, -2.0421, -0.9128], [-2.2665, -0.4459, 0.6910], [0.0270, -2.0160, 1.7248], [-1.5699, -3.4287, 1.0506], [-2.6566, -3.0622, -0.4757], [-3.5130, -2.6518, 1.2954], [-2.6322, -0.0946, -3.2134], [1.1217, 2.3298, -1.1769], [0.0535, 0.0234, -0.8195], [1.9230, -0.9470, 0.3172], [3.0199, 0.9003, 1.6023], [-2.3928, -2.1397, -2.5478], [-0.7581, -1.3250, 1.7652], [-2.1664, 0.1150, -2.2813]],
  "forces_ev_per_a": [[2.7, -0.3, -2.5], [-0.6, -1.4, 2.4], [0.5, 1.3, 4.8], [-2.4, -0.1, 2.9], [-1.1, 0.3, 0.0], [-3.3, 0.2, -2.2], [1.6, -2.1, 0.8], [-1.7, -2.4, -0.7], [-1.8, 2.9, 2.8], [-3.4, -3.9, 0.1], [0.2, -0.1, 0.4], [0.3, 0.7, -2.0], [1.0, 2.0, 1.8], [-0.4, 0.0, -0.5], [0.0, 0.7, -1.5], [2.2, -1.6, 0.4], [0.1, 0.3, -0.1], [2.0, -1.7, 0.2], [-0.7, 0.9, 0.6], [-2.5, 2.1, -0.5], [-2.4, 1.6, -0.7], [0.4, 1.1, 2.8], [3.8, 0.0, -1.8], [1.1, 1.1, 2.9], [4.2, 1.6, -4.7], [-0.1, -2.8, 0.3], [-2.5, 2.1, -3.3], [-1.0, -2.3, -1.3], [3.0, 3.1, 2.6], [1.4, -0.6, -0.8], [-0.8, -2.6, -3.1]],
  "e_tot_ev": -21768.6598,
  "multiplicity": 1,
  "orbital_gap_ev": 9.6,
  "total_charge": 0,
  "e_homo_ev": -9.39
}

2.
{
  "formula": "C35H36F5N2O3",
  "method": "ωB97M-V with the def2-TZVPD basis set",
  "elements": ["O", "N", "O", "C", "C", "C", "N", "C", "C", "O", "H", "H", "H", "H", "H", "H", "H", "H", "H", "H", "H", "F", "C", "C", "C", "C", "C", "C", "H", "H", "H", "H", "H", "F", "C", "C", "C", "C", "C", "C", "H", "H", "H", "H", "H", "F", "C", "C", "C", "C", "C", "C", "H", "H", "H", "H", "H", "F", "C", "C", "C", "C", "C", "C", "H", "H", "H", "H", "H", "F", "C", "C", "C", "C", "C", "C", "H", "H", "H", "H", "H"],
  "positions_angstrom": [[-6.6286, -2.4416, 2.2957], [-6.0021, -2.6902, 1.2780], [-4.6668, -2.7499, 1.5634], [-3.9607, -3.2311, 0.3506], [-3.8105, -1.9378, -0.6532], [-2.3034, -1.2973, -0.7327], [-2.1438, -0.3899, -1.9357], [-3.4679, 0.0363, -2.5732], [-4.4111, -1.2771, -2.9170], [-4.1185, -2.4461, -2.0280], [-4.7042, -3.9824, -0.1852], [-2.9129, -3.7089, 0.5729], [-4.5620, -1.1211, -0.2820], [-1.9457, -0.7731, 0.2553], [-1.5605, -2.2131, -0.8981], [-1.6186, -0.9026, -2.6850], [-1.6355, 0.4666, -1.6193], [-4.1263, 0.7174, -1.8482], [-3.1836, 0.6798, -3.5121], [-4.2987, -1.5616, -4.0559], [-5.5404, -0.9866, -2.6894], [0.4116, 0.7119, -2.7612], [1.5086, 0.0256, -3.1078], [2.3806, -0.4158, -2.1186], [3.5202, -1.1349, -2.4786], [3.7811, -1.3955, -3.8261], [2.9024, -0.9439, -4.8120], [1.7572, -0.2346, -4.4509], [2.1659, -0.1968, -1.0777], [4.2041, -1.4911, -1.7122], [4.6724, -1.9526, -4.1068], [3.1097, -1.1444, -5.8604], [1.0590, 0.1161, -5.2036], [4.3471, 0.0607, 2.2746], [3.1288, 0.4514, 2.6718], [2.3497, -0.4098, 3.4367], [1.0832, -0.0014, 3.8548], [0.6051, 1.2606, 3.4938], [1.3927, 2.1158, 2.7215], [2.6634, 1.7116, 2.3131], [2.7343, -1.3895, 3.7005], [0.4694, -0.6643, 4.4597], [-0.3845, 1.5770, 3.8163], [1.0169, 3.0960, 2.4383], [3.2925, 2.3671, 1.7200], [1.7943, 4.3091, 1.3155], [2.4758, 4.7961, 0.2701], [2.7909, 3.9563, -0.7925], [3.4960, 4.4643, -1.8836], [3.8879, 5.8052, -1.8949], [3.5713, 6.6389, -0.8213], [2.8566, 6.1334, 0.2644], [2.4854, 2.9155, -0.7624], [3.7404, 3.8178, -2.7228], [4.4417, 6.1998, -2.7441], [3.8810, 7.6811, -0.8305], [2.5943, 6.7696, 1.1032], [6.1504, 3.9936, -3.9700], [6.6616, 2.8355, -3.5316], [6.2109, 2.2999, -2.3301], [6.7392, 1.0916, -1.8758], [7.7213, 0.4373, -2.6235], [8.1708, 0.9855, -3.8258], [7.6343, 2.1880, -4.2852], [5.4535, 2.8266, -1.7587], [6.3880, 0.6606, -0.9416], [8.1363, -0.5029, -2.2666], [8.9382, 0.4765, -4.4040], [7.9657, 2.6238, -5.2219], [-9.7700, -5.4575, 8.2278], [-9.0885, -4.9705, 7.1823], [-8.7734, -5.8103, 6.1197], [-8.0683, -5.3023, 5.0286], [-7.6763, -3.9614, 5.0173], [-7.9930, -3.1277, 6.0909], [-8.7077, -3.6332, 7.1766], [-9.0789, -6.8511, 6.1498], [-7.8239, -5.9488, 4.1894], [-7.1226, -3.5668, 4.1681], [-7.6833, -2.0855, 6.0817], [-8.9700, -2.9970, 8.0154]],
  "forces_ev_per_a": [[2.0, -0.6, -3.5], [-2.4, 0.6, 3.4], [1.8, -0.8, -0.9], [-0.5, 0.5, -1.5], [0.3, -0.2, -0.3], [0.4, -2.7, 1.7], [-0.7, 0.2, -0.1], [-2.0, 0.8, -0.3], [-0.7, 0.3, 0.0], [0.5, 2.9, 0.6], [1.9, 1.5, 1.0], [-2.3, 0.9, 0.1], [1.2, -1.5, -0.9], [-1.0, -0.8, -2.0], [-1.6, 2.0, 0.3], [-0.2, 0.9, 0.9], [-0.1, -0.9, -0.8], [2.0, -1.4, -1.4], [-0.7, -1.4, 1.8], [-0.1, 0.2, 2.6], [2.4, -0.4, -0.7], [-1.0, 0.5, 0.3], [1.9, -1.1, -0.6], [-0.2, 0.1, 0.0], [-0.2, 0.1, -0.4], [-0.1, 0.0, 0.1], [0.0, 0.0, 0.4], [-0.2, 0.1, 0.1], [0.0, 0.0, 0.0], [-0.2, 0.1, -0.1], [-0.2, 0.1, 0.1], [-0.1, 0.1, 0.2], [0.1, 0.0, 0.0], [0.2, -0.1, -0.1], [-1.0, 0.3, 0.3], [0.1, -0.1, 0.0], [0.1, 0.3, -0.3], [0.1, -0.2, 0.0], [-0.2, -0.4, 0.3], [0.1, -0.1, -0.1], [0.0, 0.1, 0.0], [0.2, 0.1, -0.1], [0.2, 0.0, 0.0], [0.1, -0.7, 0.4], [0.0, -0.1, 0.1], [0.0, 0.5, -0.2], [0.7, 0.7, -1.1], [-0.1, 0.0, 0.1], [-0.1, 0.4, 0.2], [0.0, -0.1, 0.0], [-0.1, -0.4, -0.1], [-0.1, -0.1, 0.1], [0.0, 0.1, 0.0], [-0.1, 0.1, 0.2], [-0.1, -0.1, 0.2], [-0.1, -0.2, 0.0], [0.0, -0.1, -0.1], [-0.1, 0.3, -0.1], [0.5, -1.0, 0.4], [-0.1, 0.0, 0.0], [0.2, 0.1, -0.4], [-0.1, 0.0, 0.0], [-0.3, 0.1, 0.3], [0.0, 0.1, 0.0], [0.2, -0.1, -0.1], [0.1, 0.1, -0.1], [-0.1, 0.2, -0.1], [-0.2, 0.1, 0.1], [0.0, 0.0, 0.1], [-0.1, 0.0, 0.1], [0.5, 0.4, -0.8], [0.0, -0.1, 0.0], [-0.1, 0.4, 0.3], [0.0, -0.1, 0.0], [-0.1, -0.4, -0.1], [0.0, 0.0, 0.1], [0.0, 0.1, 0.0], [-0.1, 0.1, 0.2], [-0.2, -0.1, 0.3], [-0.1, -0.2, 0.0], [0.0, -0.1, -0.1]],
  "e_tot_ev": -59576.5233,
  "multiplicity": 1,
  "orbital_gap_ev": 7.2,
  "total_charge": 1,
  "e_homo_ev": -10.45
}

3.
{
  "formula": "C4H10O2",
  "method": "ωB97M-V with the def2-TZVPD basis set",
  "elements": ["C", "C", "C", "C", "O", "H", "H", "H", "H", "H", "H", "H", "H", "O", "H", "H"],
  "positions_angstrom": [[-1.3182, -0.8857, -0.0114], [-0.9455, 0.5816, 0.3062], [-0.7305, 1.4019, -0.9568], [0.3269, 0.4736, 1.0811], [0.4805, 0.4481, 2.2652], [-2.3654, -1.1239, -0.1862], [-1.0636, -1.4808, 0.8719], [-0.7564, -1.2760, -0.8626], [-1.7986, 0.9978, 0.8450], [-1.6423, 1.4682, -1.5410], [0.0857, 0.9871, -1.5589], [-0.3796, 2.4227, -0.7880], [1.2360, 0.4183, 0.4374], [1.9258, -1.4524, -1.8765], [1.9207, -1.4118, -0.9130], [1.7245, -2.3287, -2.2078]],
  "forces_ev_per_a": [[0.4, -0.6, 0.3], [-1.0, -0.3, -0.7], [0.7, 0.3, -0.3], [0.6, 0.6, -0.3], [-0.3, -0.1, 0.7], [-0.2, 0.6, -0.2], [0.0, -0.2, -0.1], [0.1, 0.1, 0.0], [0.5, 0.1, 0.6], [0.0, -0.1, -0.2], [-0.3, -0.3, -0.1], [-0.3, 0.1, 0.4], [-0.1, -0.1, -0.2], [0.1, 0.8, -0.2], [-0.1, -0.6, -0.3], [0.0, -0.2, 0.5]],
  "e_tot_ev": -8404.5666,
  "multiplicity": 1,
  "orbital_gap_ev": 10.5,
  "total_charge": 0,
  "smiles": "CC(C)C=O.O",
  "e_homo_ev": -9.84
}